Below is a structure of composition C24H54F10KN8O20S10, with properties calculated with the ωB97M-V functional and the def2-TZVPD basis.

Geometry as XYZ:
```
127
Properties=species:S:1:pos:R:3:forces:R:3
H -1.30620 -2.84808 2.48988 0.05 -0.62 -0.76
O -1.10803 4.50897 -3.45474 0.94 -3.58 0.54
H -4.40583 0.23663 -4.35534 -1.01 0.32 0.34
H 5.60581 4.25440 1.40023 0.41 0.05 -0.14
N 6.02542 1.73827 -4.17347 -0.66 -3.44 0.07
H -3.00354 -1.49979 -6.06141 0.20 -0.42 0.24
H -2.50775 -0.80590 3.08034 0.15 -0.05 0.37
F -1.28262 1.74467 -0.07410 0.61 0.46 -0.92
H -5.33621 -0.87528 -3.19801 0.66 0.28 0.32
C 6.02811 1.42158 3.23821 0.03 0.62 -0.66
C -1.02514 -3.08129 -5.29439 0.10 0.53 0.39
H -2.34516 -2.09882 1.18791 0.39 -0.30 0.03
F -3.23870 0.77410 1.44184 0.43 -0.34 -0.22
H 4.96621 0.56027 -0.31221 0.15 -0.37 -0.15
H -2.53414 0.05961 -5.50933 0.60 0.17 0.27
H -0.42084 -1.57112 -7.45943 -0.23 0.21 0.11
N 1.73553 1.00012 2.11636 -0.15 -3.21 1.52
H 6.59728 0.10109 4.75751 0.51 -0.34 -0.41
H 3.82150 2.60526 -1.72881 0.97 -0.14 -0.34
H -4.90751 -1.38771 -4.81664 -0.52 0.18 -0.19
H -1.82581 -3.55347 -5.86366 -1.00 1.22 0.13
S -0.34962 -3.83168 -1.04568 -6.95 0.65 2.97
H -4.02951 -1.58595 2.93008 -0.06 -0.12 -0.52
H -0.25552 -3.65065 -5.81554 1.20 1.02 0.46
F 2.79835 -1.93752 -1.29597 0.54 1.07 0.57
S 1.89133 -3.24595 -1.05710 9.19 -0.59 0.50
H 5.95259 3.69540 -1.64656 0.16 0.61 0.13
H 6.79539 0.99752 2.59049 0.60 0.61 0.27
H -4.80594 0.34240 5.93347 -0.07 -0.12 0.11
H -5.48064 -3.03496 4.48520 1.18 0.52 -0.83
H 1.75805 -2.03929 -6.83524 0.33 -0.20 0.62
C -2.45018 -0.99969 -5.26655 0.87 0.08 1.91
H 1.90874 -0.31425 -6.63321 -0.15 0.04 -0.20
O -4.89781 -0.19318 -0.04536 0.19 0.47 1.41
H -6.20600 -3.34785 6.43617 -0.64 -0.37 -0.76
H -0.36538 -1.24045 -3.29504 0.33 0.17 0.00
C -6.16897 -2.28297 6.20644 -3.44 -1.43 0.70
C -3.11723 -1.27767 -3.79366 -0.57 -0.79 -1.78
O -7.33347 1.38827 0.71916 1.41 -1.36 1.09
H -3.20725 -2.35988 -3.69979 0.39 -0.14 0.20
H -4.19357 0.30201 4.33081 0.29 -0.59 -0.16
F -1.76545 -2.99165 -0.84483 1.22 0.03 -0.72
H -3.16413 -3.31084 4.87164 0.16 -0.19 -0.66
C 1.42598 -1.24929 -4.75211 0.02 -1.22 1.09
S 5.13232 2.75748 -4.88565 -2.00 8.19 -3.29
H 5.06719 5.05062 -0.71510 0.95 0.26 -0.67
S 5.10527 0.40472 -4.41164 -1.35 -2.88 3.20
C 5.68989 0.32840 4.19798 0.27 -1.32 1.80
H -0.02691 0.19807 -4.39953 -0.82 -0.04 0.41
C -5.40397 -2.04899 4.94355 -1.28 0.59 1.48
O -0.71333 1.46017 2.75912 2.32 -0.03 0.26
H 4.25196 0.94256 2.24149 0.11 -0.19 -0.35
N -5.28105 0.53153 2.32487 -4.71 -0.25 1.94
N 5.05972 2.28660 0.83990 2.46 1.46 2.30
H 6.26642 2.30699 3.82758 1.06 -0.07 -0.27
H 6.45652 0.51672 0.59278 -0.24 0.58 0.63
S -0.47271 3.16800 -3.43687 0.98 2.17 -4.13
H -3.37968 -1.50869 7.65358 0.00 0.98 -0.58
H 6.94704 3.39044 0.43108 -0.09 -0.19 0.92
H 5.31121 -0.60572 3.78311 0.12 0.19 -0.35
O -4.87256 2.18886 0.45235 0.22 -0.61 0.93
F 1.03654 3.65504 -3.81533 -1.12 -1.51 0.00
C -0.08078 -1.06169 -6.55780 -2.70 1.29 -0.03
H -5.93838 -1.26688 4.40428 0.64 -0.11 -0.57
F 6.20008 -0.72295 -3.98771 -0.72 1.25 -0.38
C -4.11287 -2.00668 7.01912 2.55 -0.13 -0.53
O -0.97348 2.16512 -4.42306 1.91 2.18 2.34
O 2.10938 -3.83013 -2.35544 -0.99 -0.79 0.67
C -0.01986 -0.88361 -4.26529 0.71 -1.28 -0.78
S -1.38486 2.81177 -1.34664 -7.70 1.89 7.61
O 1.37508 0.01297 4.62793 -0.84 1.05 -0.58
O 3.92666 3.27132 -4.22340 1.33 -2.18 -0.40
K 1.08390 0.25245 -0.58350 -0.32 0.03 0.01
H 3.14703 1.83135 0.33520 -0.75 0.72 0.29
O 4.67418 0.04252 -5.72564 0.80 0.44 0.20
C 3.68717 2.77791 0.35442 0.42 -1.49 -0.52
O -0.60773 -4.36230 -2.37563 1.39 0.48 1.81
O 5.17187 2.86190 -6.32976 -0.97 -2.30 0.55
O 1.15561 2.53079 4.00815 -0.39 0.06 -1.65
C 5.80418 1.17415 0.01804 -2.47 -0.86 0.17
C -3.99579 -0.07379 5.33468 -0.60 0.38 0.74
H 1.83432 -2.24278 -4.56683 -0.80 -0.32 0.85
H -1.10724 -3.40661 -4.25731 0.19 0.17 -0.18
C 5.88498 3.56370 0.60456 -1.25 -0.48 -1.81
H -7.17654 -1.86741 6.19144 -0.22 -0.43 -0.47
O 2.54664 -3.86968 0.10561 -1.84 0.90 -2.16
O -1.56648 4.11409 -0.63720 1.36 -3.28 -2.01
H 3.28120 3.63767 0.88744 0.14 -0.92 1.44
C -3.00041 -2.26053 4.63051 1.13 0.75 0.97
H -5.69182 -0.77054 7.61881 0.07 0.26 -0.05
S -6.81722 1.00742 2.02050 -4.69 2.71 2.39
C -2.31130 -2.70511 2.09310 -1.16 1.34 1.61
C 5.30241 3.99183 -0.82346 0.71 1.05 1.22
C 4.87183 1.82838 2.38004 -1.34 -1.67 -1.34
C -4.58276 -0.77083 -3.97873 1.53 -0.16 -0.94
C -5.53643 -1.83432 7.43901 1.16 1.97 0.42
H -2.58378 -0.91595 -2.91464 0.04 0.46 -0.40
S 0.67852 1.90306 2.79404 -4.30 6.09 0.20
H -3.07732 0.34680 5.74408 0.22 -0.49 -0.19
O -0.48198 -4.62099 0.19608 1.65 0.77 -3.18
H -3.61355 -2.97503 6.98630 -0.99 -0.70 0.01
O 0.72686 -1.42575 2.75801 0.79 3.15 -0.23
H 6.35103 1.40580 -0.89596 -0.29 1.18 0.23
S -4.74378 0.85027 0.95711 5.23 0.87 -7.05
H -0.37406 -0.01348 -6.49993 0.19 0.26 -1.13
N -4.06894 -1.58151 5.47661 -0.28 0.54 -0.45
N -0.02951 2.46798 -1.94357 0.77 1.00 -3.84
F 0.67744 3.05424 1.61394 0.46 -0.85 1.13
O -7.80860 0.41477 2.87598 0.91 -1.82 0.13
H -2.08955 -1.93101 5.13037 0.40 -0.36 -0.10
F 2.96407 -0.82683 3.23946 0.16 0.44 -1.04
S 1.46010 -0.23102 3.21931 1.91 -6.84 0.58
F -6.79294 2.43162 2.79125 0.84 0.11 -0.44
N 0.63658 -2.43823 -0.82318 -4.24 -2.54 -0.66
H 5.08299 0.50506 5.08599 -0.83 0.83 -0.52
H -2.95502 -3.57239 1.94630 0.60 -0.35 -0.02
H 2.12917 -0.62990 -4.19536 0.04 0.46 -0.65
C -2.98278 -1.78361 3.16111 -0.77 -0.18 0.20
H -5.95154 -2.28180 8.34209 0.64 -0.57 -0.14
C 1.37087 -1.19057 -6.27144 0.35 0.68 -0.13
N -0.94737 -1.47148 -5.33480 0.13 -2.86 -0.63
O -2.60852 2.32347 -1.99742 2.55 0.51 0.07
H 4.19499 2.39014 3.02379 -0.09 1.23 -0.99
F 6.05722 4.02667 -4.71678 1.41 0.63 1.80
H 3.16821 4.03962 -1.30486 0.10 0.43 0.45
O 4.04822 0.27762 -3.38030 2.20 0.36 -1.37
C 3.96478 3.37498 -0.97045 -1.77 -1.71 -1.66
```
Positions in Å, forces in eV/Å.

Computed properties:
Charge: -1
HOMO energy in hartree: -0.2672
Energy in Ha: -8469.8362


Below is a structure of composition C24H54NO4S3, with properties calculated with the ωB97M-V functional and the def2-TZVPD basis.

Geometry as XYZ:
```
86
Properties=species:S:1:pos:R:3:forces:R:3
H 5.85816 -7.56082 -0.79806 -0.04 -0.02 0.01
H -3.82093 7.23100 5.79341 -0.01 -0.05 0.01
H 3.33686 -4.79921 -1.27930 0.00 -0.01 0.04
H 0.93904 0.06169 -0.17298 0.00 -0.30 0.50
H -3.41448 8.37150 3.60724 0.02 -0.02 -0.04
H 0.62694 1.50580 -4.59817 0.66 0.47 0.10
H -2.59579 2.17084 -3.39733 0.28 -0.38 -0.07
H 1.44534 -1.81939 2.21899 -0.60 0.38 0.03
C -1.23337 3.59131 5.27814 -0.16 -0.05 -0.08
H -1.10630 -2.65739 -1.06489 0.04 0.43 -0.49
H -2.41988 -0.06323 -1.88052 0.21 0.00 -0.58
C 4.49227 -6.43557 -2.05267 0.07 0.04 0.13
H -2.49137 4.31932 3.69110 0.01 0.02 -0.04
H 5.74454 -8.15027 -2.45935 0.02 -0.04 0.05
C 2.54092 -6.58456 -0.36923 0.04 -0.09 0.04
C -0.66949 1.91103 -2.43724 0.21 0.30 -0.50
O -2.25920 0.19202 5.25940 1.34 0.43 -2.49
H -1.45909 1.31963 -4.46427 0.03 0.17 0.54
H 0.60842 -1.00174 -3.09466 -0.66 -0.02 0.20
H -0.85588 -0.91315 -0.82690 0.00 -0.38 -0.48
H -0.18587 3.95934 -3.08724 0.25 -0.46 0.02
C 0.78474 -5.80669 -2.04453 -0.03 -0.11 -0.10
H -1.15721 2.36979 -1.55462 0.28 -0.42 -0.29
H 1.93432 -7.62455 -2.17283 0.02 0.00 0.03
H 1.17829 3.07407 -2.35937 -0.61 -0.01 -0.18
H -1.50336 2.54877 5.11022 0.09 0.05 0.14
H 2.92581 -7.48548 0.11893 0.01 0.03 0.00
H 0.01920 -6.15310 -2.74202 -0.01 0.08 0.00
C -0.28004 -1.63028 -2.87177 -0.64 -0.84 -0.04
H 4.39306 -5.53894 -0.10095 0.01 0.00 -0.02
H -3.38261 -0.05155 -3.35364 0.55 0.02 0.19
O 0.32081 1.54611 1.74844 -0.51 -2.35 1.28
C 0.01991 3.31504 -5.59728 0.68 -0.72 0.08
C -3.35850 6.68209 4.96652 0.05 0.10 0.02
C -1.04731 5.87129 4.14741 -0.12 0.01 -0.11
C 0.97855 -2.05934 -0.69227 -1.10 0.79 0.22
H -0.84851 3.95699 3.20566 -0.08 -0.04 0.00
H 1.48340 -5.18173 -2.60425 -0.03 0.04 0.03
H -1.47924 7.69860 5.18871 -0.04 0.00 0.01
C -0.45339 -1.80628 -1.33892 1.11 -0.41 0.52
H 1.93869 2.74599 -4.57117 -0.47 0.07 0.07
C -1.78428 1.41628 -3.41047 -0.03 -0.32 0.74
H 1.01842 -3.00873 -0.12398 0.03 0.32 -0.43
C -1.84589 6.66491 5.18463 0.06 -0.02 0.07
H -2.28650 -2.00963 -3.75056 0.57 0.19 0.23
H -1.13890 6.35696 3.16996 0.02 0.03 0.02
C 0.73044 -1.14356 1.71071 0.29 0.29 -0.36
H -1.85044 3.96055 6.10223 0.02 0.01 0.01
H 5.25984 -5.73751 -2.39918 -0.04 0.00 -0.04
H -0.06971 1.05204 -2.07640 -0.33 0.37 -0.20
H 0.29766 -5.18637 -1.28893 0.03 0.04 -0.04
C 0.85519 2.58609 -4.46515 -1.78 -0.04 0.11
H -4.86120 7.35648 3.56626 0.02 0.04 -0.06
C -3.77252 7.33989 3.65506 -0.12 -0.09 0.03
H 0.73711 -7.61329 -0.89565 0.04 -0.02 -0.02
S -2.60775 1.12545 2.52745 -0.21 0.82 -0.83
H -3.81712 1.40023 3.11943 0.90 -0.67 0.33
H 2.39892 -0.80381 0.34081 -0.58 0.21 0.30
O 2.24480 0.67202 2.93398 -2.51 -1.25 -0.03
H 0.73303 3.69205 -6.35162 -0.60 0.12 0.17
H 4.44334 -8.48754 -1.32149 0.03 0.01 0.02
C 1.29255 -0.87354 0.29181 0.90 -0.89 -0.81
H -3.37956 6.79935 2.79242 0.01 0.03 0.01
S 0.79261 0.43593 2.63714 2.98 3.07 0.22
H 1.68676 -2.10021 -1.54089 0.02 -0.02 0.66
H -0.65511 2.58831 -6.09288 0.38 0.44 0.16
H -3.75997 5.66603 5.01083 0.05 0.00 0.00
H 3.83993 -6.62500 -2.90995 -0.02 0.03 0.02
C 0.30717 2.96708 -3.04003 0.58 -0.20 -0.10
C 5.17031 -7.73336 -1.62924 -0.01 -0.04 -0.15
C 3.70822 -5.76524 -0.92423 -0.09 0.07 -0.08
N 0.01512 0.35276 4.12316 -1.73 -0.46 -3.02
C 1.48690 -6.99457 -1.39774 -0.03 0.07 0.08
H -0.18670 3.62378 5.59012 -0.02 -0.02 0.00
H -1.28603 -0.86364 -4.66480 -0.13 -0.27 0.51
H 0.01336 5.92749 4.41208 0.00 -0.02 0.00
H -0.01822 -2.63896 -3.27046 0.02 0.56 0.19
H -1.63916 6.27029 6.18392 0.00 -0.02 -0.03
S -1.59571 -0.06515 3.93795 -1.03 -2.63 4.72
H -0.28330 -1.58139 1.73110 0.39 0.38 -0.01
O -1.82802 -1.49206 3.57273 0.92 2.29 -0.66
H 2.05446 -6.00150 0.41993 0.01 -0.01 -0.03
C -2.33431 0.01341 -2.98258 -0.60 0.40 -0.71
C -1.56177 -1.17809 -3.63307 0.00 0.62 0.33
H -0.62523 4.11541 -5.19841 0.50 -0.16 -0.19
C -1.44622 4.40142 4.00625 0.21 0.08 0.06
```
Positions in Å, forces in eV/Å.

Computed properties:
Charge: -1
HOMO energy in hartree: -0.2281
Energy in Ha: -2497.1303


Q: The lowest HOMO energy belongs to which entry?
A: C24H54F10KN8O20S10


Q: HOMO energy of number 2 (C24H54NO4S3)?
A: -0.2281 hartree


Q: charge of number 2 (C24H54NO4S3)?
A: -1